DFT (the ωB97M-V functional and the def2-TZVPD basis) results for 2 unconnected molecules or ions with the total composition C12H17N.

```
30
Properties=species:S:1:pos:R:3:mulliken_spin:R:1
C 0.62 -1.53 -2.51 0.02
C 1.48 -0.79 1.02 0.00
C 0.61 -1.30 0.05 -0.10
C 1.17 -1.01 -1.23 -0.07
C 2.42 -0.44 -1.01 0.24
C 1.34 -0.90 2.42 0.38
C 0.02 -1.26 2.82 0.18
C -0.60 -1.91 0.55 0.51
C -0.92 -1.72 1.91 -0.22
N 2.59 -0.31 0.35 0.01
H 3.34 0.16 0.81 -0.03
H 2.18 -0.90 3.11 0.05
H 3.21 -0.24 -1.71 0.02
H -0.34 -1.16 3.84 0.03
H -1.35 -2.30 -0.13 0.07
H 0.88 -2.58 -2.69 -0.03
H 1.09 -1.09 -3.39 0.02
H -1.90 -1.98 2.30 -0.06
H -0.46 -1.42 -2.57 -0.01
C -0.84 2.14 -0.55 -0.01
C -1.50 2.85 0.66 0.01
C -1.78 1.18 -1.26 0.02
H -0.53 2.90 -1.23 0.00
H 0.06 1.62 -0.22 0.02
H -2.37 2.37 1.07 0.00
H -1.24 0.36 -1.73 -0.01
H -2.45 0.67 -0.56 -0.01
H -2.35 1.77 -1.98 0.00
H -0.76 2.90 1.47 0.00
H -1.63 3.91 0.40 0.00
```

The value obtained for the energy above the lowest of the compared OMol25 structures with the same formula, charge and spin is 31.93 kJ/mol. As for the charge: -1. As for the HOMO energy (spin up / spin down): 0.4178 / -2.7910 eV. As for the max |F|: 1.56 eV Å⁻¹. Its spin multiplicity is 2.